16
Properties=species:S:1:pos:R:3 method="wB97M-V/def2-TZVPD" e_homo_ev="-11.4 / -14.9" s2=2.0195 charge=+1 gap_ha="0.2970 / 0.2388" multiplicity=3 energy_ha=-342.09152 e_above_lowest_kcal_mol=44.6
H -0.1678 0.7489 -2.8847
C 2.2941 -0.7378 1.0623
H -2.8465 0.1182 1.1075
H -0.5572 0.0480 2.1900
C 0.0950 -0.2249 0.2888
H 2.8358 0.0977 1.5456
C 0.2559 -0.1257 -2.3721
C -2.0430 0.8846 0.9682
N -0.7577 0.1626 1.2361
H -2.0314 1.0384 -0.0527
H -2.1912 1.6397 1.6497
N 1.1989 -0.8161 0.4843
H 1.3307 -0.2345 -2.4004
O -0.3417 0.1212 -1.1006
H 2.9789 -1.6344 1.1575
H -0.0528 -1.0861 -2.8795

***

17
Properties=species:S:1:pos:R:3 method="wB97M-V/def2-TZVPD" e_homo_ev=-3.3 charge=-1 gap_ha=0.2237 energy_ha=-417.77398 e_above_lowest_kcal_mol=68.2
C 1.2529 -0.3519 -0.0300
H -1.1644 -0.3928 -0.4174
H -3.0752 -2.8722 0.0521
N -2.3391 -3.0287 0.7322
C -1.1779 -2.4518 0.5683
N 0.5686 -1.3333 -0.9113
H -1.4454 -1.6922 -1.4928
C -0.8350 -1.4288 -0.6174
H 1.0114 0.6061 -0.4630
H 1.6126 4.3746 -0.3698
C 0.7797 4.6294 0.3433
H 1.0340 -2.2150 -1.0158
H 0.9092 -0.5854 0.9788
O -0.2568 -2.4561 1.4250
H -0.0230 3.8748 0.4039
O 0.8150 5.6917 0.8865
H 2.3334 -0.3686 -0.0726

***

17
Properties=species:S:1:pos:R:3 method="wB97M-V/def2-TZVPD" e_homo_ev="4.0 / -1.2" s2=0.7505 charge=-2 gap_ha="0.1044 / 0.2932" multiplicity=2 energy_ha=-417.72848 e_above_lowest_kcal_mol=0.0
H 0.4138 -1.6091 2.4416
C 0.4761 -0.4257 0.7854
C -0.3843 1.4816 -2.1053
N 0.2797 1.5416 -0.8308
H 0.2124 -2.5365 0.3565
H 1.5535 -0.2656 0.6508
O 0.2502 2.0344 -3.0422
N 0.1557 -0.6404 2.2090
H 0.0116 1.5661 1.2280
C 0.0343 -1.5770 -0.1202
H 1.2814 1.6205 -0.9027
H -1.0252 -1.5429 -0.3690
H -1.2745 0.6822 0.2565
H 0.5612 -1.4921 -1.0796
H -0.8609 -0.6218 2.2976
O -1.4706 0.8729 -2.1471
C -0.2144 0.9119 0.3717